# 1
Density functional theory data (ωB97M-V/def2-TZVPD) for a cluster of 3 separate species, C40H64F19IN7O5P2S2 in total at a distorted geometry.

F_max   0.1469 Eh/bohr
Net charge   +1
HOMO-LUMO gap   5.948 eV

Cartesian coordinates (Å):
H: -3.5622 4.4587 0.2923
H: 1.2386 -6.2634 -1.6024
F: -9.2346 8.1633 0.4164
P: 0.9115 -4.6868 0.9752
F: -2.3455 3.3428 3.6204
C: 2.8757 1.0004 -0.3754
C: 3.7113 -0.8047 0.8889
H: 6.5295 -7.5416 -6.5517
O: -2.8081 1.6053 -2.3224
H: 4.2474 2.0848 2.4856
F: -5.6710 7.9832 -1.9622
H: 2.5142 5.2187 1.2595
H: 7.7634 -5.2238 -2.1344
C: 6.6813 -5.3715 -2.1368
C: -1.6933 6.3232 -0.6324
C: 4.9780 -5.6285 -5.8958
H: -0.1054 -5.3954 -2.3908
H: -4.6690 2.6270 0.2102
C: 3.0715 -0.3465 -0.2429
H: -3.9168 6.4775 -0.2528
F: -4.7749 5.6686 4.5353
H: 3.1256 -5.8302 2.6825
C: 0.6001 -5.3712 -1.5570
C: -1.1311 -6.2868 -0.1919
C: 3.2872 1.9028 0.5801
H: 3.9564 -5.2696 -5.7298
H: -2.6634 4.1302 -1.2294
H: 1.0992 -8.0489 2.6298
H: -4.2868 8.4434 0.8042
C: -2.4687 2.6757 0.2872
C: -5.0915 3.3944 4.9387
H: 4.6209 -0.2800 2.7632
F: -5.3444 3.5065 6.2553
H: 7.0995 -8.5849 -2.7317
H: -3.4118 6.3993 -1.9187
N: 0.0693 -4.4079 2.4907
F: -8.3751 6.1674 0.7410
C: 6.5170 -7.3888 -5.4686
C: -3.9653 1.6821 -1.5412
F: -7.4997 6.1390 -1.2981
C: 6.8764 -7.7393 -2.0802
H: 2.3977 3.8420 2.3270
C: 0.6022 4.0520 1.2237
N: 6.3453 -6.6127 -2.8353
C: 0.6415 -3.2972 3.2478
H: 5.5499 -9.6048 -3.4325
H: -1.7697 -3.6357 1.7315
N: 1.3873 -6.3205 1.5285
C: 4.1421 0.0636 1.8550
H: 6.6961 -8.3655 -5.0264
H: -2.6537 2.4397 -2.7800
H: -1.2194 6.1531 -1.5990
F: -3.1888 4.5534 5.6243
H: 0.7120 2.5643 3.5686
H: -0.3669 -7.1411 2.3805
O: 4.0493 -6.2682 -2.0649
H: 1.6920 5.9657 3.7918
F: -4.5927 2.1791 4.7448
H: -1.7613 -6.2341 -1.0829
C: -5.8086 8.6612 -0.7962
F: -8.3755 8.2329 -1.6698
H: 2.0515 -7.3420 -3.2697
H: -4.2299 9.9517 -0.0671
H: 0.4971 0.8881 2.8308
H: -0.7375 -7.3129 -0.1271
H: 2.3522 1.3496 -1.2599
O: 3.3552 3.8786 -0.6890
H: -2.3137 2.5152 1.3555
H: 2.0546 -9.0864 -3.4273
C: -3.8310 1.9776 -0.0406
H: -1.8557 -5.2762 2.4237
C: -3.2555 8.3450 -1.0789
N: -1.5358 5.1084 0.2739
O: 0.9003 -3.2238 0.5558
C: 4.5600 -9.4470 -3.8526
H: -1.7183 -3.9179 3.4825
I: 0.2125 3.5511 -1.8614
H: 2.3948 -8.0701 -4.8501
H: 6.2005 -8.0704 -1.2818
H: 3.8670 -1.8674 1.0386
F: -2.2666 6.2700 3.6800
H: 5.6687 -4.8208 -5.6220
C: 2.9647 3.3471 0.3372
S: 0.7704 6.4274 2.9221
H: -1.1691 7.1951 -0.2374
F: -3.6815 6.2060 2.0656
N: -0.0916 -5.2893 -0.2779
F: -7.0692 8.8818 1.1237
H: 0.2963 -2.3236 2.8774
H: 6.2359 -4.5084 -2.6382
C: -0.1044 4.6705 -0.0187
C: 2.8419 -6.3887 1.7809
H: -1.7238 2.0928 -0.2484
H: 0.3703 -3.3836 4.3029
H: 7.8347 -7.4769 -1.6289
C: 2.5521 -8.1753 -3.7649
H: 0.0516 1.9430 0.6815
H: -0.1905 4.3638 3.3188
H: 6.3278 -5.3740 -1.0994
P: 4.6911 -6.6308 -3.3989
F: -6.2478 3.5808 4.3234
C: 0.3578 2.5644 1.5201
H: -3.3374 8.6430 -2.1229
H: -2.3404 8.8298 -0.7149
F: 0.7031 5.7449 -0.2877
C: 3.9262 1.4111 1.6945
F: -6.2649 9.8871 -1.1231
H: 1.2360 -4.4973 -1.7114
H: 0.8209 -6.5768 3.5713
C: -4.0599 4.5441 4.6123
H: -1.1622 6.4874 1.7207
C: -2.6181 4.1363 -0.1414
C: -2.6761 5.5132 2.6317
F: -4.2061 3.6843 2.4636
F: -6.1102 6.9974 0.9031
H: -1.8057 -6.1190 0.6436
N: 3.9681 -8.1998 -3.4308
H: 3.9574 -10.2800 -3.4828
C: -6.7393 7.9601 0.2167
H: 4.6213 -9.5459 -4.9477
O: -5.0340 1.4639 -2.0629
H: 1.7329 -3.3065 3.1906
C: -3.2760 4.2385 3.2742
H: 5.0779 -5.8263 -6.9643
N: 5.2200 -6.8515 -5.1037
H: 3.1731 -7.4222 1.8909
C: -1.4199 5.4173 1.7470
H: 2.7204 -1.0594 -0.9771
C: -4.3913 8.8792 -0.1914
C: 0.5432 1.9580 2.6771
F: -9.6538 6.5462 -1.0360
C: 0.6962 -7.0331 2.5851
C: 2.1390 4.1987 1.3215
H: -3.8499 1.0098 0.4618
H: 3.3901 -5.9653 0.9319
C: -3.1307 6.7927 -0.9362
C: -1.3811 -4.2985 2.5163
H: 7.3492 -6.7271 -5.2113
S: -8.3394 7.2098 -0.4796
C: -0.0998 4.8819 2.3708

# 2
Density functional theory data (ωB97M-V/def2-TZVPD) for a cluster of 3 separate species, C40H64N3O2 in total at a distorted geometry.

F_max   0.0231 Eh/bohr
Net charge   +1
HOMO-LUMO gap   6.125 eV

Cartesian coordinates (Å):
H: 1.8721 2.1130 -3.3861
C: -7.3172 -1.6162 2.1096
C: -1.1628 0.3500 4.7110
H: 4.9306 1.7775 -7.4912
C: -5.3463 -2.8584 2.2970
H: -0.4243 -1.0952 0.3550
H: -5.6580 -2.7533 3.3339
C: -0.1859 4.1148 -2.5687
C: -8.6673 -2.2549 2.1401
C: -1.2716 4.3941 -0.2921
C: 4.4927 -7.9499 2.4327
N: 0.5787 -0.6870 8.6468
C: 0.6588 -0.7407 10.0135
H: 1.5759 -6.8967 1.7438
C: 3.5122 -6.0422 1.7603
H: -0.6920 5.9849 -1.6246
C: -2.5721 2.5110 0.8386
C: 1.9800 -0.8350 10.3518
H: 3.2378 4.6157 -2.9365
H: -0.0134 -1.1652 5.7097
N: -1.4430 0.0194 2.4237
H: 5.6720 -6.0841 2.0493
C: -2.5213 2.0033 3.3693
C: 5.0242 0.7505 -5.5890
H: -3.3381 4.4369 0.3378
C: -0.4276 -0.8174 4.7761
C: -0.2155 -1.5708 3.6219
H: -2.5061 2.5202 4.3241
H: 3.1771 0.4284 -4.4541
C: -0.5944 -1.8486 1.1279
H: 1.5283 3.1119 -8.3720
H: -3.0491 3.4069 -1.0659
H: 1.3898 5.0835 -1.4720
H: 0.0277 0.8442 -9.6511
H: 5.2314 -8.6730 2.7339
H: -1.1695 5.1789 0.4523
C: 1.2837 4.1878 -2.0832
H: -2.4167 -2.0768 -0.0152
H: -0.2737 -0.6180 8.1259
H: -9.0553 -2.2796 1.1239
C: 2.2635 4.2552 -3.2583
H: -0.9787 3.0027 2.2459
C: -2.0647 2.9331 2.2337
H: -3.5521 1.6769 3.2084
C: -1.6855 0.7700 3.5093
H: 1.7824 0.2052 -8.5562
H: -5.2655 -3.9213 2.0756
H: -1.8178 0.3203 1.5297
C: 0.5040 -2.8043 3.6907
H: 1.4821 3.3029 -1.4791
C: 1.8422 -0.7430 8.1110
C: 4.1247 0.9576 -4.3736
H: 2.5658 -9.0663 2.5040
H: -4.1811 -1.5479 1.1424
C: -4.0189 -2.1369 2.0418
C: 3.1490 -8.1795 2.3252
H: 0.2842 -2.4814 1.1263
C: 3.8966 2.4333 -3.9777
N: 2.5567 -7.0147 1.9132
H: -9.3070 -1.6627 2.7812
H: -0.2032 2.4385 -10.3660
H: 5.8769 1.4218 -5.5000
H: -2.0978 5.0221 -2.1705
H: 2.3687 -0.8958 11.3538
H: -2.4855 3.9166 2.4273
H: 2.7848 2.3477 -6.8441
C: 2.3873 1.1094 -8.5416
H: -1.3513 0.9253 5.6021
C: 2.7311 -0.8367 9.1450
H: -2.2441 -3.1305 2.8379
H: -1.9045 1.7850 0.3636
C: 2.4355 2.8687 -3.9362
C: -1.8738 -2.6476 0.7321
H: 1.1501 -4.9656 3.8544
C: 4.4031 0.9576 -7.0043
H: -8.5893 -3.2768 2.5007
H: 2.3186 0.6549 -6.4413
C: 1.5722 2.2971 -9.0882
C: -1.1098 4.9858 -1.7167
H: -0.2273 -0.7072 10.6234
H: -3.1517 -4.0573 1.6818
H: 4.2886 2.5838 -2.9703
H: 2.0454 2.6283 -10.0091
H: 4.5971 0.0669 -7.5988
H: 1.8328 4.9383 -3.9866
H: 2.0152 2.9336 -4.9368
H: 2.0013 -0.7114 7.0459
C: -2.6487 3.7156 -0.1022
C: 0.1251 1.9117 -9.4735
H: 3.2479 -5.0481 1.4411
C: 2.9152 1.2960 -7.0835
H: -0.2571 4.4632 -3.5988
H: 5.4268 -0.2606 -5.5590
H: -0.5390 3.0830 -2.5380
H: -1.5401 -3.5514 0.2288
H: -0.5654 2.1800 -8.6739
H: -3.5793 2.1109 0.9685
H: 3.8018 -0.8990 9.0502
H: 3.2458 0.9183 -9.1818
H: -3.8666 -1.4165 2.8487
H: 4.6463 0.4930 -3.5347
C: -0.7347 -1.1268 2.4174
O: -7.0473 -0.5692 2.6211
H: 4.4824 3.0881 -4.6241
C: -2.7905 -3.0541 1.9010
C: 4.7237 -6.5935 2.0741
O: -6.3575 -2.3277 1.4207
C: 0.8302 -3.9541 3.7702
H: -0.5209 3.6201 -0.1312

# 3
Density functional theory data (ωB97M-V/def2-TZVPD) for a structure of composition C40H70AsBNO30 at a distorted geometry.

F_max   0.0315 Eh/bohr
Net charge   -1
HOMO-LUMO gap   6.299 eV

Cartesian coordinates (Å):
H: 0.7734 2.8336 0.2253
O: 2.2703 2.7949 -1.2137
H: 3.2707 -1.5167 -1.3355
C: -2.5433 6.7907 0.1849
H: -9.8858 7.4281 4.1051
O: 11.7019 -4.1216 2.0777
C: 6.6648 -4.4397 2.4788
H: -2.6602 3.9838 1.3857
B: -2.2499 2.2494 0.7034
H: -2.5342 5.7488 -0.1249
O: -3.0414 -6.8365 -3.8876
H: -3.2369 1.3106 2.0696
O: -7.7581 4.3143 0.5663
O: 9.4240 1.4333 3.8661
H: 0.6625 -1.4070 -1.6554
H: -1.7320 1.3456 -3.2756
H: 13.1471 -2.7708 2.6952
O: -2.3383 1.6040 1.9333
H: -1.6553 7.2881 -0.2066
H: -4.6003 -1.7879 -2.7119
C: 8.3870 2.0159 3.8835
C: 5.3112 -5.5929 -2.6100
O: -9.8581 4.3100 3.3122
C: 6.5040 -6.7669 -4.1365
As: -0.8131 0.6470 -1.0244
O: 9.7196 -5.1372 2.0578
H: 4.3967 -1.8904 0.6462
H: 6.6175 4.5644 3.4199
C: 11.0853 -2.1903 3.1568
C: -10.2911 6.4208 4.0967
H: 6.3192 3.1644 2.3738
H: -0.5782 -5.5854 -4.4200
H: -4.3140 -3.1762 -1.6408
C: 0.7432 4.6312 -0.8581
C: 3.2417 -0.6661 -0.6689
H: 6.1550 -4.2736 3.4306
C: -4.1125 8.3719 0.6035
O: 4.2029 -4.4097 0.1324
H: -0.1153 1.0021 -4.5949
H: -9.5031 5.0285 -0.3174
H: -8.9726 4.9627 5.0726
H: -0.2942 4.8884 -0.9788
C: 0.9262 3.1086 -0.8135
O: -1.5217 -0.9093 -0.2198
H: 6.5993 -6.5846 2.8679
C: -2.6965 6.9700 1.6814
C: 6.3163 2.6818 4.5015
H: -4.4403 -0.5891 2.6069
H: 7.4435 -6.1470 1.3737
O: -6.2126 2.7571 1.0798
H: -3.8176 -2.1775 2.3949
H: 1.8238 0.5903 0.2357
H: -8.3140 5.6454 3.5733
H: -1.1263 -2.4156 -2.9466
H: -1.4049 -7.8631 -4.6453
C: -9.2259 5.3359 4.0852
H: -3.2835 6.1731 2.1414
C: -4.7230 -2.1844 -1.7121
O: 6.3497 -5.5362 -3.6048
H: 1.0604 5.0594 0.0888
H: -0.6086 -2.3926 -4.6357
H: -0.8421 3.0422 -2.0212
H: 12.1894 -2.2908 1.2817
C: -8.5627 4.5628 -0.5979
O: -1.9835 3.6498 0.7930
H: -4.1445 -0.2495 -1.1375
O: -2.3991 1.6854 -0.4843
C: 10.3769 -4.1718 2.2980
H: 4.3699 -5.2899 -3.0675
H: -8.0158 5.2246 -1.2683
C: 5.3262 -7.0586 -2.2232
C: -8.7365 3.1698 -1.1673
H: -6.8171 -0.8606 1.1662
H: 1.4846 -1.1418 0.4491
N: -0.1899 -0.0084 -4.7026
C: -2.0945 -7.0745 -4.9330
H: 5.5320 -4.9286 -1.7864
H: -5.2113 -2.3544 0.6519
H: -8.7997 3.1490 -2.2508
H: -10.9935 6.3082 4.9239
H: 10.9092 -1.1341 2.9756
H: 5.1768 -0.3665 0.2791
O: 7.2690 1.6026 4.5184
C: 5.0822 -4.6898 0.8812
H: -2.7647 0.0945 -2.7413
C: -7.0853 3.1524 0.3764
O: 5.8025 -7.6829 -3.4258
H: -2.5975 -2.5798 -0.0242
O: 3.7048 -0.2798 1.6976
O: -2.4757 -4.8316 -4.6697
O: -4.1799 -5.0034 -3.2151
C: -3.3241 -5.5050 -3.8583
H: 6.4018 3.2311 5.4402
H: -2.2805 -2.1243 -4.2092
H: -5.7879 -2.2060 -1.5297
C: -3.9375 -1.2290 1.8921
C: -0.0267 2.3978 -1.7352
C: 6.6212 -5.8855 2.0373
H: -2.3866 -2.1456 -1.6545
O: 5.3827 -5.9391 1.2995
H: 1.3501 5.0658 -1.6412
O: 8.1796 3.1956 3.2701
H: 4.0616 -0.8183 2.4002
H: -9.5997 2.6537 -0.7458
C: -1.7218 0.3546 -2.8470
H: 6.0274 -7.2711 -1.4148
C: -4.7891 -1.3573 0.6218
C: -6.0014 -0.4074 0.6204
C: -2.5735 -1.7090 -0.6826
O: -3.4407 8.1983 1.7662
O: 7.1645 -7.0192 -5.0902
C: -10.7908 4.8790 2.5238
O: 5.9154 -3.7854 1.4434
C: 6.7740 3.4963 3.3041
C: -4.0362 -1.2319 -0.7103
C: 4.2203 -0.8387 0.4773
H: -0.2604 0.9994 0.3919
C: 1.8068 -0.3767 -0.2392
H: -1.1304 -5.4887 -6.1033
O: -7.5409 2.5151 -0.7180
H: -1.7506 7.0612 2.2055
O: -3.7123 7.4710 -0.3157
H: 4.3482 -7.4447 -1.9549
H: 3.5468 0.2025 -1.2380
C: -1.2594 -1.9407 -3.9061
C: -1.0035 -0.4800 -3.8423
H: 0.5214 2.1752 -2.6413
H: 5.3063 2.2967 4.4021
O: -11.3610 4.3231 1.6438
H: 2.8096 3.5570 -1.0102
O: -4.9485 9.1988 0.4291
H: 11.2952 -2.3346 4.2168
C: -1.4333 -5.7145 -5.0852
H: -2.6331 -7.3780 -5.8326
C: 0.8903 -0.3705 -1.4566
O: 9.9339 -2.9954 2.8090
O: -10.9857 6.1740 2.8670
H: -2.9700 -0.7909 1.7124
C: 12.1545 -2.7783 2.2562
H: 7.6656 -4.0472 2.5405
H: 1.4430 0.0913 -2.2604
H: -5.8150 0.5390 1.1005
H: -6.3041 -0.1933 -0.3939